1.
C54H32F15GeMnN8P2SSe2 | the ωB97M-V functional and the def2-TZVPD basis

Each line ends with the Mulliken spin population.
Geometry (Å):
Mn (-0.0496, 0.2271, 0.5364)  4.8963
Se (5.8705, -0.5260, 4.0424)  0.0000
P (5.6699, -0.1131, 1.9876)  -0.0011
C (6.5495, -1.4025, 1.0626)  0.0011
C (5.8659, -2.5905, 0.8218)  -0.0008
C (6.5179, -3.6582, 0.2323)  -0.0002
C (7.8567, -3.5440, -0.1144)  0.0000
C (8.5466, -2.3723, 0.1543)  0.0000
C (7.9015, -1.3030, 0.7574)  0.0004
C (6.2510, 1.5258, 1.4771)  0.0004
C (6.7987, 1.7440, 0.2170)  -0.0004
C (7.0982, 3.0377, -0.1798)  0.0003
C (6.8048, 4.1090, 0.6523)  -0.0002
C (6.2379, 3.8906, 1.9003)  0.0002
C (5.9768, 2.5970, 2.3210)  0.0002
C (4.0251, -0.1610, 1.2787)  -0.0046
C (2.7162, -0.2288, 1.7624)  0.0246
N (1.9348, -0.4009, 0.6653)  -0.0992
N (2.7110, -0.4075, -0.4034)  0.0304
N (3.9598, -0.2718, -0.0652)  0.0046
P (1.9798, -0.1263, 3.3900)  -0.0176
Se (-0.1697, -0.0320, 3.2315)  0.0458
C (2.4837, -1.6183, 4.2829)  0.0021
C (2.4285, -1.7136, 5.6684)  0.0050
C (2.8211, -2.8916, 6.2823)  0.0018
C (3.2481, -3.9730, 5.5269)  0.0008
C (3.2609, -3.8929, 4.1423)  -0.0001
C (2.8666, -2.7202, 3.5237)  0.0038
C (2.6195, 1.4024, 4.1314)  0.0032
C (3.4046, 1.4606, 5.2754)  -0.0026
C (3.8240, 2.6919, 5.7562)  0.0005
C (3.4391, 3.8610, 5.1182)  -0.0006
C (2.6449, 3.8011, 3.9810)  0.0032
C (2.2409, 2.5764, 3.4797)  -0.0238
H (4.8263, -2.6754, 1.1069)  0.0010
H (5.9878, -4.5842, 0.0545)  0.0000
H (8.3701, -4.3806, -0.5696)  0.0000
H (9.5977, -2.2934, -0.0910)  0.0000
H (8.4404, -0.3963, 1.0030)  0.0000
H (6.9586, 0.9104, -0.4528)  0.0001
H (7.5492, 3.2108, -1.1481)  0.0000
H (7.0069, 5.1184, 0.3199)  0.0000
H (5.9983, 4.7272, 2.5445)  0.0000
H (5.5686, 2.4007, 3.3057)  0.0000
H (2.0866, -0.8743, 6.2586)  -0.0003
H (2.7937, -2.9663, 7.3611)  0.0000
H (3.5608, -4.8866, 6.0149)  0.0000
H (3.5847, -4.7359, 3.5458)  0.0001
H (2.8600, -2.6494, 2.4435)  0.0010
H (3.7153, 0.5617, 5.7833)  0.0003
H (4.4484, 2.7225, 6.6392)  0.0000
H (3.7488, 4.8193, 5.5148)  -0.0001
H (2.3247, 4.7101, 3.4896)  0.0011
H (1.6186, 2.5258, 2.5918)  0.0237
F (-0.6219, 4.3393, 2.6695)  0.0025
C (-1.5894, 5.0525, 2.0728)  -0.0009
C (-1.5456, 5.1640, 0.6937)  0.0142
C (-2.5762, 5.8498, 0.0788)  -0.0028
F (-2.6092, 5.9396, -1.2611)  -0.0004
C (-3.5768, 6.4642, 0.8085)  0.0003
F (-4.5540, 7.1359, 0.1938)  0.0001
C (-3.5513, 6.3973, 2.1900)  0.0001
F (-4.4845, 7.0199, 2.9027)  0.0000
C (-2.5579, 5.6769, 2.8328)  0.0004
F (-2.5360, 5.6150, 4.1664)  0.0000
Ge (0.0279, 4.3841, -0.2419)  0.0189
S (0.6126, 2.3536, 0.0131)  -0.0305
C (-0.0732, 5.1471, -2.0966)  0.0074
C (-0.4103, 4.3880, -3.2008)  -0.0028
F (-0.7421, 3.1052, -3.0348)  -0.0001
C (-0.4322, 4.9227, -4.4788)  -0.0008
F (-0.7562, 4.1743, -5.5369)  0.0000
C (-0.1124, 6.2574, -4.6629)  0.0000
F (-0.1068, 6.7802, -5.8897)  0.0000
C (0.1957, 7.0529, -3.5714)  -0.0002
F (0.4754, 8.3482, -3.7470)  0.0001
C (0.2103, 6.4844, -2.3106)  -0.0004
F (0.4893, 7.2735, -1.2596)  -0.0002
C (1.6484, 5.3870, 0.4102)  0.0106
C (1.7376, 6.2889, 1.4552)  0.0004
F (0.6411, 6.6228, 2.1452)  0.0001
C (2.9298, 6.9133, 1.7900)  0.0003
F (2.9768, 7.8036, 2.7878)  0.0001
C (4.0765, 6.6387, 1.0628)  0.0009
F (5.2286, 7.2412, 1.3650)  0.0000
C (4.0146, 5.7615, -0.0083)  0.0001
F (5.1013, 5.5442, -0.7557)  0.0000
C (2.8107, 5.1523, -0.3093)  0.0007
F (2.7514, 4.3510, -1.3818)  -0.0001
C (-1.2447, -2.5292, -1.2293)  0.0059
C (-1.4808, -4.0332, -1.5158)  0.0003
N (-0.5924, -4.8417, -0.6892)  -0.0002
C (0.7880, -4.4963, -1.0053)  -0.0001
C (1.0465, -2.9983, -0.7117)  0.0143
N (-0.1850, -2.3610, -0.2179)  -0.0534
C (-0.5910, -3.0512, 1.0188)  0.0434
C (-0.8571, -4.5503, 0.7171)  -0.0021
H (-2.1517, -2.0698, -0.8423)  0.0108
H (-0.9402, -1.9941, -2.1307)  -0.0005
H (-1.2907, -4.2745, -2.5640)  -0.0003
H (-2.5078, -4.3194, -1.2809)  0.0002
H (0.9630, -4.7362, -2.0561)  0.0007
H (1.4398, -5.1318, -0.4012)  -0.0007
H (1.3834, -2.4591, -1.5962)  0.0050
H (1.8072, -2.8912, 0.0612)  0.0041
H (-1.4837, -2.5564, 1.4069)  -0.0015
H (0.2115, -2.9286, 1.7501)  0.0018
H (-1.8953, -4.8190, 0.9216)  0.0003
H (-0.2182, -5.1967, 1.3231)  -0.0001
N (-1.9593, 0.0007, 0.1005)  -0.0508
C (-3.0885, 0.2239, 0.2864)  0.0681
C (-4.4454, 0.3189, 0.4834)  0.0192
C (-4.9986, 1.5216, 0.9360)  0.0016
N (-5.4247, 2.5243, 1.3056)  0.0063
C (-5.2764, -0.7865, 0.2197)  0.0033
N (-5.9564, -1.6961, 0.0158)  0.0061

The LUMO energy (spin up / spin down) is 0.0709 / 0.0707 hartree. The calculation puts the HOMO-LUMO gap (spin up / spin down) at 7.82 / 8.04 eV. As for the charge: -1. The spin multiplicity is 6. The relative energy (zero: lowest compared OMol25 entry of this formula, charge and spin) comes out at 30.9 kcal per mole.

2.
C54H36F4I2LaN11O10 | the ωB97M-V functional and the def2-TZVPD basis

Each line ends with the Mulliken charge.
Geometry (Å):
La (-0.4028, -0.2965, -0.7875)  3.5603
O (-2.3599, -1.1051, -2.6789)  -0.3548
C (-3.7402, -1.1888, -2.4427)  -0.4520
C (-4.5087, -0.0678, -3.1453)  -0.9696
N (-4.4250, 1.2348, -2.5166)  0.5522
C (-3.7146, 2.3037, -3.1246)  -1.1439
C (-2.1801, 2.5099, -2.6673)  0.3587
O (-1.8592, 3.6871, -2.5939)  -0.7381
O (-1.5187, 1.4684, -2.4704)  -0.2251
C (-4.8452, 1.3916, -1.1779)  -0.9118
C (-3.6277, 1.4645, -0.0750)  0.0869
O (-3.7873, 2.3599, 0.7439)  -0.6238
O (-2.7522, 0.6058, -0.2274)  -0.4177
H (-2.1347, -0.1485, -2.7136)  0.2930
H (-3.9541, -1.1656, -1.3691)  0.2111
H (-4.0738, -2.1494, -2.8409)  0.5396
H (-5.5684, -0.3454, -3.1892)  0.4569
H (-4.1361, 0.0183, -4.1662)  0.2935
H (-4.2087, 3.2466, -2.8916)  0.3325
H (-3.6863, 2.1687, -4.2060)  0.3730
H (-5.4657, 0.5457, -0.8837)  0.3264
H (-5.4015, 2.3214, -1.0629)  0.4098
O (0.7936, -4.5561, -2.8219)  -0.7413
C (2.1231, -4.3780, -2.8868)  0.2060
C (2.8724, -5.2770, -3.6490)  -0.5791
C (4.2454, -5.1561, -3.7230)  -0.4475
C (4.9003, -4.1256, -3.0546)  -0.8417
C (4.1647, -3.2276, -2.3052)  -0.5442
C (2.7779, -3.3364, -2.2057)  -0.2145
C (1.9947, -2.4069, -1.3540)  1.6296
O (0.7173, -2.5424, -1.2547)  -0.4543
N (2.6904, -1.5534, -0.6444)  -1.4352
N (1.9772, -0.7956, 0.2400)  1.4519
C (2.5042, -0.6192, 1.3954)  -1.4186
C (1.8393, 0.0096, 2.5120)  0.7897
C (2.5889, 0.3870, 3.6319)  -0.7011
C (2.0170, 1.0409, 4.7037)  -0.9519
C (0.6427, 1.3058, 4.6808)  -0.2138
C (-0.1293, 0.9072, 3.6172)  -0.5648
C (0.4249, 0.2433, 2.4873)  0.1392
O (-0.3185, -0.1114, 1.5090)  -0.3427
H (0.4370, -3.7881, -2.3045)  -0.1733
H (2.3473, -6.0604, -4.1806)  0.4766
H (4.8138, -5.8731, -4.3031)  0.3992
H (5.9771, -4.0341, -3.1171)  0.4160
H (4.6453, -2.4262, -1.7616)  0.4948
H (3.5100, -1.0112, 1.5666)  0.1949
H (3.6522, 0.1684, 3.6343)  0.4303
H (2.6227, 1.3559, 5.5448)  0.3535
H (0.1822, 1.8380, 5.5074)  0.4076
H (-1.1938, 1.1097, 3.5895)  0.3916
I (0.3203, -2.5436, -5.6116)  -0.0780
C (1.4210, -0.8477, -5.0686)  -0.1174
C (2.3472, -0.3015, -5.9460)  -0.3787
C (2.9605, 0.8850, -5.6374)  -0.1620
I (4.3128, 1.6920, -7.0572)  -0.0570
C (2.6775, 1.5725, -4.4419)  0.7919
C (3.1368, 2.8657, -4.1195)  -0.8007
C (2.7828, 3.4252, -2.9267)  -1.3371
C (2.0186, 2.6765, -2.0191)  -0.2837
N (1.5334, 1.4880, -2.2893)  0.7334
C (1.8045, 0.9513, -3.5004)  -0.5594
C (1.1037, -0.2791, -3.8192)  -0.1616
O (0.2433, -0.7690, -3.0280)  0.1337
H (2.5590, -0.8031, -6.8799)  0.3723
H (3.7474, 3.4120, -4.8265)  0.1580
H (3.0704, 4.4370, -2.6740)  0.4445
H (1.8019, 3.0841, -1.0454)  0.3500
F (0.4602, -3.4212, 1.7374)  -0.4798
C (0.8199, -4.5735, 1.1851)  0.2993
C (2.0682, -5.0486, 1.4593)  0.6486
F (2.8571, -4.3367, 2.2620)  -0.4078
C (2.5533, -6.2740, 0.9381)  0.3876
C (1.6004, -7.0069, 0.1912)  0.3462
C (0.3302, -6.5616, -0.0233)  0.3544
F (-0.5079, -7.3514, -0.7018)  -0.4065
C (-0.1179, -5.2921, 0.4030)  0.6407
C (-1.3971, -4.7687, 0.0409)  -0.3648
C (-1.6444, -3.3829, -0.0270)  0.5951
N (-1.8688, -2.2519, -0.1220)  -0.3849
C (-2.4685, -5.5896, -0.3658)  -0.2613
N (-3.3927, -6.2238, -0.6458)  -0.7215
F (1.9387, -8.2032, -0.2995)  -0.4034
C (3.8719, -6.7299, 1.1557)  0.7114
C (4.4124, -7.8976, 0.5646)  -0.0856
N (4.9376, -8.8278, 0.1276)  -0.6892
C (4.8129, -6.0765, 1.9876)  0.1133
N (5.6396, -5.6420, 2.6655)  -0.6804
C (-3.1362, 2.4760, 6.9046)  -1.6671
C (-2.8337, 3.4826, 5.8262)  0.8057
C (-3.0085, 3.1857, 4.4816)  -0.5301
C (-2.8002, 4.1309, 3.4880)  0.0556
C (-2.4006, 5.4182, 3.8333)  -0.0522
N (-2.2433, 6.4675, 2.9025)  -0.0088
C (-2.4438, 6.4572, 1.5329)  0.2960
O (-2.9735, 7.4098, 0.9809)  -0.7384
N (-2.0076, 5.3620, 0.8450)  0.2458
C (-0.9334, 4.4945, 1.1160)  -0.3665
C (0.0715, 4.7424, 2.0441)  -0.5330
C (1.1354, 3.8554, 2.1073)  -1.8969
C (1.1558, 2.7588, 1.2660)  -0.0760
N (0.1664, 2.4846, 0.4137)  1.2127
C (-0.8366, 3.3403, 0.3427)  0.0347
C (-2.1972, 5.7211, 5.1793)  -0.7049
C (-2.4130, 4.7674, 6.1574)  -0.7835
H (-3.3374, 1.4948, 6.4778)  0.3360
H (-4.0146, 2.7880, 7.4748)  0.4088
H (-2.3033, 2.3857, 7.6035)  0.3564
H (-3.3347, 2.1967, 4.1828)  0.2754
H (-2.9840, 3.8477, 2.4608)  0.8180
H (-2.4196, 7.3838, 3.2815)  0.2669
H (-2.3843, 5.2817, -0.0885)  0.1988
H (0.0527, 5.6231, 2.6681)  0.5354
H (1.9513, 4.0253, 2.7962)  0.4172
H (2.0070, 2.0952, 1.2439)  0.7804
H (-1.6007, 3.1393, -0.3901)  -0.8174
H (-1.8840, 6.7209, 5.4602)  0.3775
H (-2.2652, 5.0319, 7.1986)  0.3795

The LUMO energy (spin up / spin down) is 0.0692 / 0.0221 hartree. The calculation puts the HOMO-LUMO gap (spin up / spin down) at 4.87 / 3.59 eV. As for the charge: -2.